13 unconnected molecules or ions with the total composition C52H73N13, computed with ωB97M-V/def2-TZVPD.

```
138
Properties=species:S:1:pos:R:3:forces:R:3:mulliken_charge:R:1
C 21.1685 15.2013 -5.4918 0.020 1.224 -0.410 -0.270
C 19.8341 15.5900 -4.8393 0.835 -1.857 0.248 -0.666
C 19.1339 16.8641 -5.2847 -1.022 -1.533 -0.282 -0.488
C 19.8382 18.0568 -5.0332 1.420 1.894 0.516 0.333
N 20.4425 19.0257 -4.8833 -0.222 -0.394 -0.025 -0.462
H 20.9837 14.7203 -6.4523 0.192 0.096 -0.062 0.303
H 21.8377 14.5705 -4.9068 -0.392 -0.101 0.225 0.227
H 21.7048 16.1349 -5.6616 0.347 -0.114 -0.207 -0.332
H 19.9818 15.5622 -3.7597 -0.197 0.436 0.113 0.299
H 19.2215 14.7146 -5.0550 -0.707 0.284 0.150 0.417
H 18.1864 16.8715 -4.7459 -0.165 0.289 -0.101 0.317
H 18.9080 16.8956 -6.3505 -0.058 -0.399 -0.153 0.291
C 29.8064 17.3279 -9.9839 -0.091 0.031 0.321 -0.735
C 29.9298 18.6796 -9.2524 0.948 -0.602 -0.623 0.602
C 30.5813 19.8105 -10.1086 -0.085 -0.084 0.589 -0.420
C 31.9795 19.5585 -10.5468 -4.089 0.327 0.967 0.039
N 33.0279 19.3443 -10.8900 3.138 -0.559 -0.933 -0.450
H 30.7353 16.9208 -10.3831 0.248 0.520 -0.203 0.372
H 29.0596 17.3722 -10.7766 0.005 -0.102 -0.027 0.506
H 29.5270 16.5550 -9.2680 -0.366 0.133 0.004 -0.349
H 30.5331 18.4939 -8.3638 0.037 0.256 0.121 0.186
H 28.9399 18.9898 -8.9177 0.032 0.199 -0.073 -0.412
H 30.6269 20.7382 -9.5381 -0.066 0.041 0.176 0.316
H 29.9230 20.0420 -10.9459 0.310 -0.144 -0.336 0.287
C 27.2277 21.3988 -8.3454 -1.117 -1.364 -0.757 -0.465
C 26.4568 20.9513 -9.6333 1.268 2.151 0.103 -0.140
C 26.2030 22.2307 -10.5417 -0.027 -1.298 -0.064 -0.584
C 27.4533 22.8769 -10.9820 1.505 1.086 -0.269 0.199
N 28.4237 23.4051 -11.3617 -1.885 -1.135 0.780 -0.478
H 28.2282 21.7610 -8.5819 -0.161 0.201 0.168 0.330
H 27.2809 20.4630 -7.7892 0.429 0.218 0.471 -0.372
H 26.6129 22.0785 -7.7553 0.330 0.244 0.010 0.423
H 25.5427 20.4326 -9.3445 -0.044 0.134 -0.379 0.171
H 27.1396 20.3031 -10.1825 -0.360 -0.313 -0.117 0.194
H 25.5240 22.9324 -10.0573 0.278 0.160 0.117 0.326
H 25.7209 21.9437 -11.4762 -0.220 -0.154 -0.020 0.393
C 31.3401 12.8952 -2.3287 -1.055 -0.983 -0.849 -1.147
C 29.8469 12.5446 -2.2105 0.829 -0.434 0.027 -0.407
C 29.1605 13.6822 -1.5168 -0.963 0.126 0.727 -0.125
C 29.3455 15.0068 -2.1389 -0.334 2.525 -0.912 0.368
N 29.3885 16.0929 -2.5845 -0.070 -2.859 1.103 -0.536
H 31.6936 13.3276 -1.3927 0.163 0.286 -0.314 0.308
H 31.3427 13.5256 -3.2179 0.934 0.471 0.332 0.289
H 31.8884 11.9761 -2.5357 0.264 0.174 -0.075 0.397
H 29.7510 11.6065 -1.6637 -0.347 0.167 0.371 0.394
H 29.3726 12.3554 -3.1735 0.212 0.137 -0.188 0.090
H 29.4646 13.7390 -0.4716 0.424 0.219 0.020 0.383
H 28.0952 13.4755 -1.4146 -0.277 0.271 -0.368 0.018
N 26.3917 13.7125 -10.2426 -2.249 -0.374 -0.070 1.906
C 27.3806 14.2724 -9.5598 2.648 0.377 -0.064 -3.394
C 26.9276 15.4384 -9.0101 2.208 0.851 1.048 0.994
C 25.6050 15.5586 -9.2736 -2.336 -0.454 -1.025 -0.343
C 25.2628 14.4453 -10.0350 -0.955 0.930 0.010 -2.182
H 26.3604 12.8392 -10.7490 0.393 -0.234 -0.016 0.999
H 28.3764 13.8542 -9.5595 -0.044 0.021 -0.044 0.294
H 27.4527 16.1985 -8.4507 0.425 -0.392 0.110 0.206
H 24.9829 16.3897 -8.9756 -0.238 -0.197 -0.045 0.751
H 24.2794 14.1860 -10.3984 0.281 -0.237 -0.246 -0.064
N 25.7224 23.3596 -5.2226 -0.599 -0.430 0.415 0.241
C 25.3689 22.0442 -5.1074 -0.004 -0.272 -1.059 -2.048
C 26.4047 21.3761 -4.5131 0.687 -0.536 -0.015 1.089
C 27.4569 22.3063 -4.2487 -1.980 0.444 0.173 -1.056
C 26.9176 23.5361 -4.6131 1.961 0.600 -0.464 -0.779
H 25.1117 23.9824 -5.7317 0.583 0.375 0.389 0.255
H 24.4757 21.7840 -5.6559 -0.002 -0.658 0.365 0.678
H 26.5237 20.3218 -4.3114 -0.456 -0.009 -0.103 0.539
H 28.3638 22.0333 -3.7297 -0.001 0.443 -0.101 0.464
H 27.3884 24.5080 -4.6238 -0.058 -0.014 0.125 0.427
N 25.8923 20.6404 -0.2670 -0.144 2.064 0.738 0.036
C 27.2057 20.9117 0.0565 -0.298 -0.519 -0.147 -0.447
C 27.9793 19.9798 -0.6491 0.889 2.209 2.247 -0.952
C 27.1258 19.2112 -1.3701 -2.273 -0.864 -2.077 0.087
C 25.8178 19.7133 -1.1997 1.367 -2.780 -1.016 -0.874
H 25.0902 21.1971 -0.0083 0.293 0.026 0.108 0.234
H 27.4102 21.7260 0.7357 0.252 -0.219 -0.061 0.417
H 29.0534 19.9267 -0.5493 -0.063 -0.158 -0.190 0.413
H 27.3863 18.4382 -2.0780 0.011 -0.064 0.123 0.655
H 24.9086 19.3237 -1.6333 -0.052 0.283 0.160 0.443
N 26.1525 13.2070 -7.0331 1.023 -2.922 2.050 0.277
C 26.7699 11.9543 -6.6410 -1.869 1.397 -0.488 -1.400
C 26.4320 11.7754 -5.3076 1.810 -0.283 -0.068 -0.624
C 25.8940 12.9517 -4.7758 -1.194 0.296 -1.663 -0.598
C 25.6192 13.7295 -5.9109 -0.030 1.138 0.801 -0.285
H 26.1066 13.6381 -7.9453 0.101 -0.155 0.184 0.823
H 27.2292 11.3059 -7.3724 -0.125 0.113 0.060 0.420
H 26.6474 10.9498 -4.6455 0.345 -0.305 -0.415 0.527
H 25.6137 13.0603 -3.7384 -0.181 0.300 -0.292 0.332
H 25.0798 14.6601 -6.0072 0.103 0.172 0.197 0.662
N 22.0938 17.4524 -10.5979 -1.286 2.705 1.019 0.479
C 22.0931 18.7354 -9.9664 0.519 -0.958 -0.102 -1.250
C 22.2293 18.5319 -8.6058 0.695 -0.046 -0.699 -0.721
C 22.3081 17.1493 -8.4100 -1.129 -1.265 -0.170 1.099
C 22.0072 16.5201 -9.6126 1.841 -0.323 0.425 -1.573
H 21.9892 17.3368 -11.5958 -0.167 -0.239 0.299 0.417
H 22.0433 19.6772 -10.4926 0.033 -0.305 -0.281 0.322
H 22.4065 19.2000 -7.7759 -0.246 0.498 -0.402 0.674
H 22.5507 16.6657 -7.4753 -0.282 -0.090 -0.148 0.218
H 21.9650 15.4668 -9.8475 0.073 0.057 0.028 0.352
N 30.1536 13.7938 -7.2255 1.170 1.252 -0.248 0.213
C 29.4128 14.3266 -6.2337 -1.022 0.684 0.768 -0.655
C 29.8862 15.6076 -5.9566 -1.581 -0.859 1.586 0.394
C 31.0127 15.8345 -6.7034 0.760 -0.705 -2.358 -1.261
C 31.1167 14.7324 -7.5498 0.847 -0.285 -0.067 -0.902
H 30.0932 12.8660 -7.6202 -0.184 0.228 0.088 0.452
H 28.5521 13.8102 -5.8350 0.010 0.008 0.019 0.213
H 29.4709 16.2831 -5.2234 0.026 -0.203 0.041 0.413
H 31.6193 16.7252 -6.7742 -0.016 -0.097 0.095 0.633
H 31.8327 14.5304 -8.3327 -0.021 -0.017 0.078 0.419
N 23.3437 13.0680 -0.2543 -0.841 0.667 -1.861 0.118
C 22.9887 13.4533 -1.5483 -1.111 -1.445 -0.079 -1.164
C 23.9963 14.1773 -2.1266 -0.808 0.295 0.465 0.488
C 24.9471 14.3823 -1.1225 0.342 -0.992 1.173 -0.506
C 24.5167 13.6440 -0.0051 2.183 1.269 0.459 -1.030
H 22.8044 12.5167 0.3978 0.093 0.224 -0.359 0.215
H 22.0696 13.0529 -1.9500 0.075 0.155 -0.165 0.418
H 24.0587 14.6001 -3.1185 -0.339 -0.188 0.031 0.370
H 25.8544 14.9437 -1.2899 0.065 -0.063 0.498 0.643
H 24.9419 13.5125 0.9789 0.279 0.184 -0.136 0.398
N 23.2392 22.2427 -3.0162 -2.128 -1.408 0.660 0.309
C 22.4970 21.0423 -3.0145 -0.079 1.124 -0.336 -0.399
C 21.1515 21.3453 -2.6993 1.946 -1.361 -0.751 -0.553
C 21.0806 22.7245 -2.5102 0.908 0.824 0.487 -0.583
C 22.3686 23.2127 -2.6637 -0.594 1.525 -0.534 -0.598
H 24.1070 22.4133 -3.5041 0.131 -0.365 0.371 0.237
H 23.0268 20.1658 -3.3572 -0.424 -0.217 0.119 0.467
H 20.3515 20.6209 -2.7398 0.117 0.088 0.182 0.411
H 20.2322 23.3364 -2.2412 -0.001 -0.141 -0.041 0.397
H 22.6729 24.2475 -2.7172 0.046 0.016 0.230 0.407
N 26.7438 17.4237 -4.9792 -2.349 -1.068 0.832 0.999
C 26.6223 18.1213 -6.1445 -1.504 1.387 0.844 -1.812
C 25.2468 18.4862 -6.2728 1.382 -1.169 -0.099 0.548
C 24.5206 17.7778 -5.2752 1.343 0.057 1.178 -0.272
C 25.4606 17.1550 -4.4505 0.955 0.697 -1.256 -1.931
H 27.5535 17.0439 -4.5101 0.199 0.130 -0.524 -0.108
H 27.5264 18.5237 -6.5770 -0.205 -0.090 -0.353 0.534
H 24.7825 19.1394 -6.9969 0.311 -0.132 -0.204 0.294
H 23.4698 17.8290 -5.0312 -0.051 -0.007 -0.300 0.945
H 25.3676 16.5250 -3.5783 -0.061 0.132 -0.048 0.756
```
Positions in Å, forces in eV/Å.

Multiplicity: 2
Total charge: -1
Total energy: -2736.83604 hartree
⟨S²⟩: 0.75